1.
Computed, not measured: C5H8O2 in the gas phase, with ωB97M-V/def2-TZVPD.

Structure (ORCA input):
```
! wB97M-V def2-TZVPD RIJCOSX def2/J DEFGRID3
* xyz 0 1
C 1.406 1.204 -1.265
C 1.077 0.755 -0.049
C -0.179 -0.129 0.032
C -0.059 -1.424 0.803
O -0.497 -0.457 -1.317
C -1.434 0.501 0.699
O -2.303 0.914 -0.048
H 2.323 1.639 -1.281
H 0.772 1.117 -2.041
H 1.583 0.659 0.923
H -0.922 -2.101 0.793
H 0.358 -1.165 1.824
H 0.644 -2.061 0.463
H -1.326 0.060 -1.373
H -1.442 0.487 1.837
*
```

- LUMO level (eV) = 0.6
- strongest force on any atom (eV/Å) = 4.83
- SMILES string = C=C[C@](C)(O)C=O
- energy relative to the best compared isomer or geometry (same formula, charge and spin) (kcal/mol) = 57.7
- orbital gap (hartree) = 0.3809

***

2.
Computed, not measured: 2 unconnected molecules or ions with the total composition C2H9N2O, with ωB97M-V/def2-TZVPD.

Structure (ORCA input):
```
! wB97M-V def2-TZVPD RIJCOSX def2/J DEFGRID3
* xyz -1 1
N -0.950 1.203 -0.805
C -1.575 0.140 -0.006
N -0.941 -0.180 1.256
H -1.110 2.109 -0.383
H 0.063 0.991 -0.765
H -2.628 0.397 0.151
H -1.533 -0.761 -0.626
H 0.077 -0.187 1.048
H -1.152 0.522 1.953
C 1.860 -1.166 -0.469
O 1.500 0.076 -0.028
H 1.134 -1.970 -0.185
H 1.946 -1.237 -1.572
H 2.845 -1.520 -0.066
*
```

- LUMO level (eV) = 4.6
- strongest force on any atom (eV/Å) = 0.46
- energy relative to the best compared isomer or geometry (same formula, charge and spin) (kcal/mol) = 4.5
- orbital gap (hartree) = 0.2751